Arrangement w

Computed, not measured: 2 unconnected molecules or ions with the total composition CH6N2O2, with ωB97M-V/def2-TZVPD.

Summary:
Molar mass in Da: 78.07
Multiplicity: 1

XYZ file:
```
11
Properties=species:S:1:pos:R:3:lowdin_charge:R:1
O 1.026 -0.408 0.124 -0.16
O -1.741 -0.804 0.502 -0.06
N -1.104 1.139 1.408 0.14
N -1.911 0.263 1.097 -0.29
C 1.527 -0.207 -1.174 -0.16
H 0.209 -0.934 0.067 0.05
H 0.803 0.313 -1.811 0.08
H 2.420 0.408 -1.077 0.08
H 1.801 -1.155 -1.649 0.08
H -2.890 0.478 1.391 0.18
H -0.140 0.907 1.122 0.07
```



Arrangement x

Computed, not measured: 2 unconnected molecules or ions with the total composition CH6N2O2, with ωB97M-V/def2-TZVPD.

Summary:
Molar mass in Da: 78.07
Multiplicity: 1

XYZ file:
```
11
Properties=species:S:1:pos:R:3:lowdin_charge:R:1
O -1.089 1.199 0.476 -0.18
O 1.415 -0.376 -0.598 -0.22
N 2.032 -0.045 0.500 0.10
N 0.673 0.522 -1.147 0.03
C -1.320 -0.199 0.429 -0.24
H 2.568 -0.860 0.862 0.08
H -0.515 -0.780 1.049 0.09
H -2.382 -0.376 0.896 0.11
H -1.375 -0.765 -0.510 0.05
H -0.180 1.406 0.097 0.04
H 0.174 0.275 -2.054 0.13
```



Relative energy of each structure, in hartree: arrangement w 0.0000; arrangement x 0.1403.



Arrangement w

Computed, not measured: C18H21N3O2S in the gas phase, with ωB97M-V/def2-TZVPD.

Summary:
Molar mass in Da: 343.45
Multiplicity: 1

XYZ file:
```
45
Properties=species:S:1:pos:R:3:lowdin_charge:R:1
S -3.299 0.472 -2.872 0.70
O -3.732 0.013 -4.200 -0.34
O -4.072 1.643 -2.354 -0.33
N -0.823 -2.310 -1.680 0.12
N -3.343 -0.909 -1.850 -0.05
N 0.638 -2.055 -0.008 0.00
C -0.500 -1.338 0.348 -0.15
C 4.265 -1.420 0.322 -0.04
C 4.826 0.916 0.403 -0.04
C -1.377 -1.476 -0.694 -0.20
C 3.117 2.679 1.023 -0.06
C 3.499 1.247 0.778 -0.25
C 5.178 -0.401 0.179 -0.09
C -2.966 0.037 0.399 -0.14
C -2.603 -0.787 -0.702 -0.25
C -1.517 0.861 -2.920 -0.12
C 1.886 -2.219 0.756 -0.08
C -2.227 1.115 2.614 -0.04
C -0.864 -0.520 1.444 0.00
C 0.347 -2.639 -1.233 -0.12
C -2.031 0.164 1.447 -0.24
C 2.905 -1.133 0.587 -0.19
C 2.560 0.190 0.880 0.01
C -4.301 0.766 0.438 -0.06
H -1.254 1.546 3.000 0.10
H 1.559 0.447 1.188 0.09
H -2.998 -1.699 -2.403 0.11
H -4.782 0.673 1.449 0.09
H -0.203 -0.361 2.287 0.11
H -1.134 1.059 -1.914 0.07
H -5.018 0.339 -0.264 0.07
H 3.364 2.981 2.059 0.09
H 2.356 -3.196 0.570 0.13
H -2.741 0.614 3.440 0.08
H 2.033 2.781 0.949 0.07
H -0.985 -0.023 -3.297 0.07
H 6.224 -0.608 0.028 0.10
H 1.054 -3.296 -1.742 0.14
H 5.568 1.675 0.286 0.10
H -4.181 1.843 0.198 0.09
H 1.602 -2.218 1.812 0.13
H 3.623 3.368 0.323 0.09
H -1.310 1.682 -3.592 0.06
H -2.912 1.939 2.322 0.08
H 4.568 -2.443 0.199 0.10
```



Arrangement x

Computed, not measured: C18H21N3O2S in the gas phase, with ωB97M-V/def2-TZVPD.

Summary:
Molar mass in Da: 343.45
Multiplicity: 1

XYZ file:
```
45
Properties=species:S:1:pos:R:3:lowdin_charge:R:1
S -1.911 -1.585 1.335 1.06
O -3.103 0.180 -1.752 0.08
O -1.646 2.094 1.839 -0.09
N -3.065 2.841 -0.869 -0.06
N -0.937 -0.106 -1.245 -0.05
N 0.274 0.372 -0.904 0.18
C 4.256 1.135 0.242 -0.04
C -3.272 -2.563 1.723 -0.40
C -2.986 -2.983 -0.525 -0.11
C 4.694 -1.211 0.104 -0.04
C 2.484 -0.378 -0.371 -0.17
C 0.482 -1.952 -0.989 -0.05
C -3.733 -3.245 0.646 -0.18
C -2.035 0.669 -1.434 -0.43
C -2.767 2.910 1.589 -0.25
C 3.380 -1.441 -0.254 -0.02
C 5.154 0.075 0.357 -0.28
C -3.635 2.451 0.412 -0.21
C 2.944 0.918 -0.115 -0.01
C -0.977 -1.584 -1.303 -0.23
C 1.106 -0.590 -0.746 -0.21
C 6.573 0.326 0.761 -0.05
C -1.827 2.157 -1.189 -0.14
C -1.966 -2.109 -0.320 -0.48
H 0.966 -2.466 -1.820 0.13
H -3.743 2.631 -1.599 0.11
H 6.983 1.175 0.217 0.08
H 5.376 -2.046 0.189 0.11
H -1.110 2.294 -0.380 0.10
H 0.558 -2.578 -0.098 0.12
H 7.193 -0.547 0.574 0.07
H -2.369 3.905 1.379 0.12
H -3.800 1.363 0.493 0.11
H -3.204 -3.419 -1.482 0.12
H -1.939 1.180 1.938 0.03
H 3.052 -2.452 -0.446 0.11
H 6.621 0.559 1.825 0.09
H -1.409 2.601 -2.098 0.13
H -4.578 -3.908 0.678 0.10
H -3.642 -2.566 2.729 0.06
H 4.599 2.141 0.438 0.11
H 2.247 1.736 -0.200 0.11
H -3.396 2.964 2.490 0.11
H -4.606 2.945 0.492 0.12
H -1.287 -1.889 -2.309 0.16
```



Relative energy of each structure, in hartree: arrangement w 0.0000; arrangement x 0.0123.



Arrangement w

Computed, not measured: a molecular structure, C15H23CoN3O7P, with ωB97M-V/def2-TZVPD.

Summary:
Total charge: +1
Molar mass in Da: 447.27
Multiplicity: 4

XYZ file:
```
50
Properties=species:S:1:pos:R:3:lowdin_charge:R:1
Co -0.122 -0.553 1.259 0.67
P 0.913 0.785 -0.493 1.07
O -1.739 0.517 1.272 -0.13
O -5.437 -1.320 -1.201 0.18
O -4.704 0.773 0.794 0.15
O -0.715 -1.496 -0.314 -0.18
O 1.334 -1.149 2.625 -0.29
O -1.162 -1.929 2.537 -0.26
O -2.878 -2.553 -2.115 0.12
N 1.642 0.592 -3.149 -0.06
N -0.133 2.174 -2.622 -0.13
N 2.156 2.706 -2.030 -0.14
C -2.519 -0.203 0.487 -0.32
C 2.353 -0.307 3.169 -0.05
C 0.284 1.209 -3.566 -0.09
C 0.993 -2.250 3.492 -0.14
C -2.013 -1.207 -0.317 -0.31
C -4.347 -1.094 -0.774 -0.22
C 2.644 1.748 -2.958 -0.11
C -3.967 -0.023 0.278 -0.27
C -0.210 -2.926 2.869 -0.15
C -3.026 -1.764 -1.213 -0.28
C 2.101 2.189 -0.650 -0.28
C -2.069 -1.551 3.581 -0.02
C -0.519 1.575 -1.341 -0.25
C 1.512 -0.236 -1.899 -0.22
C 0.862 3.230 -2.474 -0.14
H -2.703 -2.400 3.833 0.11
H -1.528 -1.209 4.467 0.10
H 0.060 -3.404 1.926 0.14
H 1.000 3.727 -3.436 0.14
H -0.420 0.382 -3.646 0.15
H 3.102 1.882 -0.341 0.10
H 0.770 -1.843 4.481 0.13
H 1.793 2.997 0.016 0.10
H 1.843 -2.931 3.572 0.14
H -0.633 -3.685 3.529 0.15
H 2.768 2.192 -3.946 0.15
H 2.062 0.043 4.160 0.11
H 2.461 0.546 2.503 0.08
H 1.969 -0.007 -3.908 0.18
H 2.487 -0.678 -1.689 0.11
H -0.944 2.328 -0.677 0.12
H 0.787 -1.032 -2.078 0.10
H -1.288 0.821 -1.503 0.10
H 3.297 -0.851 3.227 0.11
H 0.505 3.960 -1.751 0.14
H -2.665 -0.734 3.187 0.09
H 0.464 1.658 -4.543 0.15
H 3.580 1.300 -2.627 0.14
```



Arrangement x

Computed, not measured: a molecular structure, C15H23CoN3O7P, with ωB97M-V/def2-TZVPD.

Summary:
Total charge: +1
Molar mass in Da: 447.27
Multiplicity: 4

XYZ file:
```
50
Properties=species:S:1:pos:R:3:lowdin_charge:R:1
Co 0.515 0.985 0.801 0.63
P -0.792 -0.482 -0.312 1.08
O 3.485 -2.590 2.470 0.12
O -1.035 2.602 1.158 -0.28
O 4.598 -0.572 -1.670 0.12
O 5.678 -2.246 0.521 0.17
O 1.484 -0.429 1.841 -0.09
O 2.045 0.627 -0.598 -0.09
O 1.642 2.782 1.421 -0.25
N -1.944 -1.446 -2.710 -0.07
N -2.733 -2.446 -0.644 -0.15
N -0.562 -2.998 -1.470 -0.14
C 2.557 -0.727 1.243 -0.33
C 4.111 -0.732 -0.574 -0.28
C -0.885 -2.545 -2.765 -0.10
C -3.134 -1.987 -1.917 -0.11
C -2.328 2.521 1.726 -0.06
C 3.544 -1.761 1.592 -0.28
C -0.485 3.910 1.222 -0.17
C 4.627 -1.670 0.517 -0.24
C -1.407 -0.219 -2.079 -0.21
C -2.327 -1.387 0.261 -0.27
C 0.960 3.809 0.728 -0.16
C 0.186 -2.027 -0.699 -0.25
C 2.864 -0.155 -0.035 -0.33
C -1.733 -3.496 -0.773 -0.14
C 2.190 3.182 2.668 -0.03
H -0.513 4.270 2.260 0.13
H 0.968 3.511 -0.327 0.14
H -3.552 -2.820 -2.491 0.15
H -2.248 -1.236 -3.666 0.19
H -0.001 -2.136 -3.259 0.16
H 2.630 2.295 3.118 0.11
H 1.091 -1.756 -1.251 0.11
H -1.446 -3.852 0.217 0.15
H 0.499 -2.480 0.245 0.12
H -2.335 2.930 2.741 0.11
H -1.296 -3.365 -3.361 0.15
H 2.968 3.932 2.499 0.11
H 1.430 3.595 3.337 0.10
H -3.046 3.079 1.115 0.11
H -0.572 0.165 -2.671 0.12
H -2.116 -1.815 1.245 0.11
H -2.599 1.467 1.760 0.08
H -1.062 4.600 0.593 0.14
H -3.160 -0.686 0.375 0.10
H -2.159 -4.329 -1.341 0.15
H 1.469 4.772 0.846 0.15
H -2.192 0.545 -2.073 0.11
H -3.880 -1.190 -1.834 0.15
```



Relative energy of each structure, in hartree: arrangement w 0.0000; arrangement x 0.0336.



Arrangement w

Computed, not measured: 2 unconnected molecules or ions with the total composition C2H2INO, with ωB97M-V/def2-TZVPD.

Summary:
Molar mass in Da: 182.95
Multiplicity: 1

XYZ file:
```
7
Properties=species:S:1:pos:R:3:lowdin_charge:R:1
I 3.311 -0.562 -0.006 0.98
O 0.202 -0.441 0.191 -0.18
N 2.243 3.305 -0.615 0.17
C 3.068 1.307 0.598 -0.62
C 2.712 2.286 -0.254 -0.47
H -0.544 -0.810 -0.387 0.08
H -0.208 -0.658 1.034 0.03
```



Arrangement x

Computed, not measured: 2 unconnected molecules or ions with the total composition C2H2INO, with ωB97M-V/def2-TZVPD.

Summary:
Molar mass in Da: 182.95
Multiplicity: 1

XYZ file:
```
7
Properties=species:S:1:pos:R:3:lowdin_charge:R:1
I 2.254 0.002 0.006 0.45
O -1.999 -1.559 0.275 0.14
N -1.381 0.798 -2.180 0.18
C -1.506 -0.156 -1.548 -0.14
C -1.666 -1.408 -0.828 -0.29
H -1.461 -2.209 -1.387 0.08
H 1.504 0.684 -1.154 -0.42
```



Relative energy of each structure, in hartree: arrangement w 0.0919; arrangement x 0.0000.



Arrangement w

Computed, not measured: 2 unconnected molecules or ions with the total composition C4H9O2P, with ωB97M-V/def2-TZVPD.

Summary:
Molar mass in Da: 120.09
Multiplicity: 1

XYZ file:
```
16
Properties=species:S:1:pos:R:3:lowdin_charge:R:1
P -2.150 -1.898 0.811 0.91
O 0.129 -1.901 -0.804 -0.01
O -1.535 -0.647 -1.552 -0.01
C 2.023 1.157 -0.335 -0.09
C -0.936 -1.349 -0.568 -0.83
C 0.531 1.239 0.016 -0.19
C -0.066 0.448 0.935 -0.11
H 0.656 -0.001 1.594 0.07
H -2.832 -0.775 0.728 -0.16
H 2.155 0.349 -1.042 0.06
H -0.029 1.913 -0.612 0.09
H 2.529 1.988 -0.718 0.04
H -1.246 -1.433 1.887 -0.06
H -0.881 -0.548 -2.315 0.15
H 2.640 0.824 0.567 0.10
H -0.987 0.635 1.409 0.03
```



Arrangement x

Computed, not measured: C4H9O2P in the gas phase, with ωB97M-V/def2-TZVPD.

Summary:
Molar mass in Da: 120.09
Multiplicity: 1

XYZ file:
```
16
Properties=species:S:1:pos:R:3:lowdin_charge:R:1
P 3.422 -0.205 0.491 0.78
O -2.169 -1.323 0.536 -0.09
O 0.956 -0.332 -0.060 -0.15
C -2.222 0.954 0.386 -0.05
C -1.295 -0.198 0.525 -0.40
C -0.205 -0.395 -0.560 -0.10
C 2.115 -0.214 -0.647 -0.51
H -0.352 -0.116 -1.697 0.17
H 3.898 1.168 0.557 -0.11
H -2.648 0.927 -0.549 0.06
H -1.726 1.879 0.520 0.08
H -2.906 0.724 1.157 0.08
H 2.095 -0.148 -1.696 0.06
H -2.735 -1.637 -0.221 0.13
H -0.691 -0.322 1.517 0.18
H 4.464 -0.763 -0.259 -0.12
```



Arrangement y

Computed, not measured: C4H9O2P in the gas phase, with ωB97M-V/def2-TZVPD.

Summary:
Molar mass in Da: 120.09
Multiplicity: 1

XYZ file:
```
16
Properties=species:S:1:pos:R:3:lowdin_charge:R:1
P 0.324 -0.446 -1.757 0.71
O 1.504 0.409 -1.502 -0.42
O -1.356 -0.343 0.322 -0.15
C -0.424 0.635 0.811 -0.43
C 0.591 0.077 1.776 -0.04
C -0.398 1.771 0.149 0.03
C -0.601 -1.269 -0.373 -0.38
H -1.272 2.037 -0.496 0.09
H -0.794 0.210 -2.157 0.01
H 0.128 -0.745 2.452 0.13
H 0.432 2.504 0.236 0.09
H 1.391 -0.326 1.164 0.06
H 0.263 -1.795 0.250 0.12
H 0.986 0.901 2.369 0.08
H 0.454 -1.508 -2.630 0.00
H -1.228 -2.110 -0.612 0.09
```



Relative energy of each structure, in hartree: arrangement w 0.0110; arrangement x 0.1164; arrangement y 0.0000.



Arrangement w

Computed, not measured: a molecular structure, C4H10, with ωB97M-V/def2-TZVPD.

Summary:
Molar mass in Da: 58.12
Multiplicity: 1

XYZ file:
```
14
Properties=species:S:1:pos:R:3:lowdin_charge:R:1
C 0.565 -0.529 0.435 -0.21
C 1.770 0.412 -0.142 -0.07
C -0.637 -0.429 -0.465 -0.34
C -1.722 0.421 0.105 -0.12
H 0.964 -1.521 0.670 0.11
H 2.630 0.361 0.470 0.04
H -2.140 -0.136 1.259 0.16
H 0.468 -0.003 1.332 0.06
H 1.947 0.065 -1.031 -0.02
H -2.661 0.553 -0.418 0.03
H 1.431 1.541 -0.194 0.11
H -0.883 -1.326 -0.647 0.03
H -1.189 1.507 0.404 0.12
H -0.421 -0.293 -1.444 0.08
```



Arrangement x

Computed, not measured: 2 unconnected molecules or ions with the total composition C4H10, with ωB97M-V/def2-TZVPD.

Summary:
Molar mass in Da: 58.12
Multiplicity: 1

XYZ file:
```
14
Properties=species:S:1:pos:R:3:lowdin_charge:R:1
C 1.338 -0.868 -0.313 -0.14
C -1.874 -0.392 0.399 -0.08
C 0.961 0.543 0.174 -0.24
C -1.217 0.532 -0.355 -0.22
H 0.311 1.608 -0.075 0.14
H 0.841 0.526 1.258 0.07
H 0.542 -1.593 -0.162 0.05
H 2.198 -1.236 0.246 0.07
H -1.703 -1.453 0.309 0.03
H -1.212 0.566 -1.440 0.08
H 1.872 1.134 0.034 0.05
H -1.270 1.602 -0.021 0.07
H -2.358 -0.113 1.324 0.04
H 1.571 -0.858 -1.378 0.07
```



Relative energy of each structure, in hartree: arrangement w 0.0000; arrangement x 0.0486.